Formula: C37H36BBr2F2N5OSSr
Source: the OMol25 dataset
Level of theory: ωB97M-V with the def2-TZVPD basis set

Computed properties:
Kohn-Sham gap (eV): 7.2
Maximum force (eV Å⁻¹): 1.20
Relative energy (zero: lowest compared OMol25 entry of this formula, charge and spin) (kcal per mole): 34.00
Lowest unoccupied orbital energy (eV): 0.0
HOMO energy (eV): -7.20

The geometry in ORCA input format:
```
! wB97M-V def2-TZVPD RIJCOSX def2/J DEFGRID3
* xyz 0 1
Sr 0.704 0.249 -1.306
C -1.601 0.942 3.883
C -1.603 1.848 2.676
C -2.481 1.613 1.612
C -3.531 0.534 1.688
C -2.452 2.438 0.479
C -3.506 2.257 -0.582
C -1.489 3.444 0.373
C -1.380 4.282 -0.877
C -0.647 3.714 1.458
C 0.344 4.846 1.348
C -0.738 2.951 2.627
C 0.062 3.352 3.841
H -2.324 1.258 4.641
H -0.623 0.913 4.358
H -1.845 -0.083 3.617
H -4.476 0.935 2.068
H -3.247 -0.285 2.342
H -3.746 0.110 0.708
H -3.312 1.392 -1.222
H -3.590 3.120 -1.235
H -4.486 2.096 -0.131
H -1.977 5.196 -0.800
H -1.709 3.752 -1.767
H -0.354 4.598 -1.058
H 0.922 4.986 2.256
H -0.150 5.793 1.120
H 1.057 4.675 0.538
H -0.019 4.423 4.024
H 1.130 3.136 3.744
H -0.284 2.856 4.742
Br 2.382 -8.810 2.572
C 3.248 -7.181 2.975
C 2.482 -6.052 3.240
C 3.108 -4.853 3.526
C 4.493 -4.795 3.547
C 5.254 -5.931 3.331
C 4.631 -7.132 3.020
N 5.188 -3.585 3.971
N 4.990 -2.503 3.407
C 4.224 -2.353 2.207
C 4.233 -3.215 1.139
C 3.528 -2.938 -0.032
C 2.750 -1.791 -0.179
O 2.026 -1.575 -1.220
C 2.813 -0.824 0.911
N 2.155 0.372 0.755
C 2.201 1.259 1.718
C 2.904 1.049 2.920
C 3.569 -0.125 3.096
C 3.549 -1.110 2.080
H 1.403 -6.114 3.217
H 2.518 -3.967 3.719
H 6.332 -5.867 3.395
H 5.217 -8.020 2.828
H 4.807 -4.133 1.179
H 3.552 -3.635 -0.859
H 1.666 2.190 1.561
H 2.917 1.820 3.676
H 4.131 -0.318 3.999
S -2.717 2.143 -3.902
C -2.426 2.261 -5.557
N -1.162 2.405 -6.036
C -0.815 2.477 -7.341
C -1.769 2.440 -8.308
C -3.111 2.310 -7.886
C -3.430 2.221 -6.565
H -0.402 2.403 -5.363
H 0.248 2.557 -7.520
H -1.496 2.502 -9.349
H -3.903 2.275 -8.622
H -4.454 2.117 -6.237
Br -0.746 -1.615 1.084
C -1.967 -1.794 -0.370
C -3.092 -2.586 -0.230
C -3.938 -2.658 -1.325
C -3.625 -1.956 -2.480
C -2.466 -1.200 -2.508
N -1.644 -1.118 -1.455
H -3.289 -3.111 0.692
H -4.836 -3.259 -1.273
H -4.264 -1.985 -3.350
H -2.178 -0.624 -3.378
F 0.207 -0.023 -4.785
B 0.878 0.851 -3.981
F 1.480 1.764 -4.820
*
```


Formula: C37H36CaCl3N2O6S2
Source: the OMol25 dataset
Level of theory: ωB97M-V with the def2-TZVPD basis set

Computed properties:
Kohn-Sham gap (eV): 6.6
Maximum force (eV Å⁻¹): 0.82
Relative energy (zero: lowest compared OMol25 entry of this formula, charge and spin) (kcal per mole): 17.14
Lowest unoccupied orbital energy (eV): 2.1
HOMO energy (eV): -4.43

The geometry in ORCA input format:
```
! wB97M-V def2-TZVPD RIJCOSX def2/J DEFGRID3
* xyz -1 1
Ca -0.248 -0.965 -0.317
O 1.867 -0.524 0.058
S 3.214 -0.788 0.644
C 3.205 0.035 2.273
C 2.327 1.272 2.362
C 3.008 2.582 1.973
C 2.007 3.731 1.970
S 1.105 3.831 0.354
O 1.499 2.630 -0.423
C 2.092 5.175 -0.326
C 3.072 4.873 -1.254
C 3.834 5.901 -1.794
C 3.603 7.215 -1.412
C 2.604 7.508 -0.492
C 1.840 6.487 0.051
C 4.327 0.285 -0.254
C 5.652 0.410 0.142
C 6.512 1.196 -0.607
C 6.051 1.823 -1.759
C 4.732 1.661 -2.159
C 3.856 0.890 -1.405
H 4.250 0.223 2.534
H 2.826 -0.748 2.932
H 1.972 1.346 3.393
H 1.434 1.105 1.760
H 3.475 2.500 0.988
H 3.802 2.816 2.689
H 2.479 4.699 2.133
H 1.241 3.583 2.734
H 3.214 3.838 -1.538
H 4.606 5.674 -2.518
H 4.195 8.014 -1.840
H 2.414 8.535 -0.206
H 1.046 6.707 0.756
H 6.013 -0.104 1.026
H 7.545 1.308 -0.302
H 6.726 2.427 -2.352
H 4.379 2.134 -3.067
H 2.818 0.758 -1.682
O -1.758 -0.608 3.727
C -1.512 -0.844 2.544
O -0.493 -0.507 1.873
C -2.569 -1.658 1.774
C -3.833 -1.878 2.376
C -4.775 -2.584 1.697
C -4.468 -3.108 0.417
C -5.384 -3.862 -0.352
C -5.023 -4.348 -1.576
C -3.727 -4.107 -2.083
C -2.821 -3.380 -1.364
C -3.179 -2.858 -0.098
N -2.259 -2.122 0.589
H -3.996 -1.463 3.360
H -5.759 -2.759 2.118
H -6.374 -4.046 0.048
H -5.729 -4.923 -2.162
H -3.449 -4.505 -3.051
H -1.814 -3.212 -1.727
C 1.019 -0.703 -4.143
N 0.346 0.288 -3.325
C 0.841 1.618 -3.624
C -1.103 0.235 -3.525
C -1.838 1.125 -2.548
C -2.516 2.246 -3.019
C -3.155 3.102 -2.128
C -3.101 2.815 -0.772
C -2.414 1.684 -0.328
C -1.752 0.791 -1.184
H 0.840 -0.537 -5.222
H 0.678 -1.700 -3.868
H 2.095 -0.665 -3.961
H 0.627 1.907 -4.670
H 1.922 1.653 -3.483
H 0.380 2.346 -2.957
H -1.412 -0.805 -3.379
H -1.351 0.506 -4.570
H -2.539 2.460 -4.085
H -3.683 3.977 -2.489
H -3.593 3.471 -0.059
H -2.399 1.503 0.748
Cl 2.864 -5.234 0.291
C 1.388 -4.338 -0.083
Cl 0.885 -3.426 1.371
Cl 0.102 -5.487 -0.504
C 1.595 -3.276 -1.256
O 2.741 -3.086 -1.623
O 0.511 -2.749 -1.618
*
```